Entry from OMol25: an isolated molecule of CH2FNO2S at a distorted geometry (the ωB97M-V functional and the def2-TZVPD basis).

Geometry (Å):
O (3.5375, 0.5298, -2.1099)
S (2.4185, -0.1511, -1.5319)
O (2.0693, -1.4421, -1.9189)
N (1.5223, 0.6527, -0.5360)
C (0.2586, -0.2460, 0.1325)
F (0.8309, -0.7769, 1.2732)
H (-0.2881, 0.5902, 0.2820)
H (-0.1740, -1.0457, -0.4949)

Properties
LUMO energy in eV: -0.3
SMILES: O=S(=O)=NCF
ΔE to the lowest compared entry with this formula, charge and spin in kcal/mol: 41.1
HOMO level in eV: -11.437
Charge: 0

***

Entry from OMol25: C32H52ClOsP as an isolated structure at a distorted geometry (the ωB97M-V functional and the def2-TZVPD basis).

Geometry (Å):
Os (-0.1594, -1.0827, 1.2120)
P (0.9432, 0.1205, -0.5431)
Cl (1.1092, -2.9400, 0.4730)
C (0.8878, 0.1092, 2.3540)
H (0.9726, 1.1435, 2.7247)
H (1.8124, -0.3817, 2.7175)
C (0.4401, -0.9062, -2.0313)
C (2.8067, -0.0516, -0.2828)
C (0.7121, -0.3958, -3.4535)
H (1.0275, -1.8264, -1.8956)
C (0.3748, -1.5087, -4.4564)
H (0.0943, 0.4900, -3.6690)
H (1.7628, -0.0937, -3.5818)
C (-1.0511, -2.0554, -4.2888)
H (0.5159, -1.1317, -5.4765)
H (1.0902, -2.3305, -4.3187)
C (-1.4065, -2.3974, -2.8369)
H (-1.7650, -1.3096, -4.6632)
H (-1.1768, -2.9466, -4.9147)
C (-1.0383, -1.2654, -1.8696)
H (-2.4780, -2.6154, -2.7468)
H (-0.8654, -3.3004, -2.5216)
H (-1.6566, -0.3810, -2.0878)
H (-1.2575, -1.5805, -0.8224)
C (0.7314, 1.9398, -1.0746)
C (3.3849, 1.1118, 0.5311)
H (2.8597, -0.9563, 0.3482)
C (4.8298, 0.8087, 0.9476)
H (3.3643, 2.0381, -0.0575)
H (2.7649, 1.2803, 1.4188)
C (5.7220, 0.4285, -0.2399)
H (5.2458, 1.6810, 1.4666)
H (4.8181, -0.0193, 1.6703)
C (5.0982, -0.6343, -1.1545)
H (5.9394, 1.3284, -0.8305)
H (6.6868, 0.0639, 0.1333)
C (3.6409, -0.3373, -1.5384)
H (5.6946, -0.7397, -2.0689)
H (5.1274, -1.6052, -0.6412)
H (3.6131, 0.5200, -2.2272)
H (3.2269, -1.1962, -2.0843)
C (-0.6959, 2.2626, -1.5332)
H (0.9228, 2.4762, -0.1341)
C (-0.9058, 3.7704, -1.7298)
H (-0.9116, 1.7385, -2.4793)
H (-1.4236, 1.9018, -0.7975)
C (0.1308, 4.4016, -2.6672)
H (-1.9164, 3.9437, -2.1187)
H (-0.8501, 4.2627, -0.7503)
C (1.5674, 3.9926, -2.3207)
H (-0.0917, 4.1089, -3.7039)
H (0.0435, 5.4939, -2.6270)
C (1.7296, 2.4790, -2.1178)
H (2.2504, 4.3222, -3.1131)
H (1.8760, 4.5074, -1.4013)
H (1.5686, 1.9715, -3.0825)
H (2.7672, 2.2742, -1.8295)
C (-2.1942, 0.3685, 1.1288)
C (-1.1291, 1.1525, 1.8907)
H (-2.2882, 0.5021, 0.0508)
C (-1.3914, 1.5716, 3.2924)
H (-0.4883, 1.8248, 1.2720)
C (-2.4792, 0.7258, 3.9969)
H (-0.5137, 1.5696, 3.9470)
H (-1.7628, 2.6008, 3.2681)
C (-3.7729, 0.6281, 3.1915)
H (-2.1053, -0.3015, 4.1846)
H (-2.6812, 1.1429, 5.0011)
C (-3.5347, 0.0953, 1.7646)
H (-4.5000, -0.0016, 3.7315)
H (-4.2365, 1.6221, 3.1443)
H (-3.7208, -1.0004, 1.7624)
H (-4.3749, 0.4735, 1.1369)
C (-0.6546, -2.0631, 2.9685)
C (-2.0166, -2.7182, 2.9522)
C (-2.8239, -2.7040, 4.0991)
C (-4.0943, -3.2812, 4.0709)
C (-4.5638, -3.8997, 2.9055)
C (-3.7539, -3.9345, 1.7696)
C (-2.4793, -3.3663, 1.8038)
H (-0.4905, -1.4484, 3.8579)
H (0.1437, -2.8229, 2.9304)
H (-2.4345, -2.2509, 5.0168)
H (-4.7072, -3.2572, 4.9741)
H (-5.5479, -4.3734, 2.8907)
H (-4.0889, -4.4227, 0.8586)
H (-1.8193, -3.4138, 0.9249)

Properties
LUMO energy (spin up / spin down) in eV: 0.6 / -1.1
HOMO level (spin up / spin down) in eV: -5.804 / -7.545
2S+1: 5
Charge: 0

***

Entry from OMol25: a 2-piece molecular cluster, C4H3Cl2N overall at a distorted geometry (the ωB97M-V functional and the def2-TZVPD basis).

Geometry (Å):
Cl (2.0401, -2.4313, 0.2994)
C (2.0776, -0.7644, 0.3307)
C (1.9501, 0.4381, 0.4034)
Cl (1.9564, 2.1050, 0.4880)
C (-1.6971, 0.0192, 0.1348)
C (-0.7335, 0.0771, -0.9297)
N (0.0061, 0.4472, -1.7352)
H (-2.6521, 0.1158, -0.3695)
H (-1.4905, 0.8656, 0.7447)
H (-1.4571, -0.8723, 0.6335)

Properties
LUMO energy in eV: 0.6
SMILES: ClC#CCl.CC#N
ΔE to the lowest compared entry with this formula, charge and spin in kcal/mol: 72.9
HOMO level in eV: -9.637
Charge: 0

***

Entry from OMol25: C27H35FN4P2Ti as an isolated structure at a distorted geometry (the ωB97M-V functional and the def2-TZVPD basis).

Geometry (Å):
Ti (-0.6958, 0.8713, 0.9757)
C (-1.9083, 1.6392, -3.2435)
C (-2.0054, 0.3320, -2.9814)
C (-1.0730, -0.6909, -3.5379)
C (0.3848, -0.2306, -3.6709)
C (0.9493, 0.4974, -2.4821)
C (0.6946, 1.7369, -2.0365)
C (0.2902, 2.8061, -2.9954)
C (-0.8187, 2.3561, -3.9584)
C (1.3713, 0.9956, 3.0931)
H (-2.7075, 2.3214, -2.9782)
H (-2.9160, -0.1017, -2.5712)
H (-1.4602, -0.9520, -4.5404)
H (-1.1017, -1.6087, -2.9252)
H (0.9781, -1.1469, -3.8134)
H (0.5469, 0.3530, -4.5878)
H (1.8300, -0.0258, -2.0934)
H (1.0321, 2.0884, -1.0518)
H (1.1696, 3.0765, -3.6070)
H (-0.0620, 3.7023, -2.4655)
H (-1.2746, 3.2584, -4.3929)
H (-0.4344, 1.7495, -4.7848)
H (0.3857, 1.5206, 3.1343)
H (2.1665, 1.7524, 3.2797)
H (1.3809, 0.3497, 3.9926)
P (1.6683, -0.1473, 1.4937)
P (-0.8501, -2.1191, 2.1484)
N (2.7463, 0.8481, 0.5849)
N (2.5904, -1.3888, 2.1059)
N (-2.4285, 0.7575, 0.4144)
N (-2.4612, -2.5709, 2.1024)
C (0.7614, -1.1411, 0.0783)
C (-0.4376, -2.1172, 0.3862)
C (2.9371, 2.2042, 0.8667)
C (4.1159, 2.6250, 0.2921)
C (4.6517, 1.5034, -0.4318)
C (3.7751, 0.4499, -0.2745)
C (3.6299, -1.1126, 2.9996)
C (4.2658, -2.2965, 3.3298)
C (3.6353, -3.3422, 2.5847)
C (2.6267, -2.7553, 1.8264)
C (-2.2038, 2.1663, 0.7303)
C (-3.0423, 2.8869, -0.1317)
C (-3.7634, 1.9648, -0.9275)
C (-3.4503, 0.6542, -0.4831)
C (-3.4947, -2.5643, 1.1499)
C (-4.6988, -2.9020, 1.7516)
C (-4.4199, -3.0753, 3.1675)
C (-3.0797, -2.8325, 3.3521)
H (1.5550, -1.7025, -0.4509)
H (0.4606, -0.4151, -0.7085)
H (-1.2962, -1.8594, -0.2651)
H (-0.0749, -3.1322, 0.0986)
H (2.2174, 2.7273, 1.4693)
H (4.5554, 3.6087, 0.3915)
H (5.6010, 1.4767, -0.9440)
H (3.7589, -0.5267, -0.7273)
H (3.8077, -0.0881, 3.3097)
H (5.0951, -2.4072, 4.0065)
H (3.8871, -4.3852, 2.5812)
H (1.9265, -3.1850, 1.1231)
H (-1.9367, 2.5526, 1.7174)
H (-3.1841, 3.9662, -0.0066)
H (-4.3076, 2.2286, -1.8178)
H (-3.7836, -0.3028, -0.8936)
H (-3.2908, -2.3564, 0.1149)
H (-5.6803, -3.0126, 1.2939)
H (-5.1497, -3.3445, 3.9406)
H (-2.4868, -2.8299, 4.2581)
F (-1.4700, 0.6420, 2.6346)

Properties
LUMO energy (spin up / spin down) in eV: 0.2 / -0.4
HOMO level (spin up / spin down) in eV: -6.086 / -5.896
2S+1: 3
Charge: 0

***

Entry from OMol25: a 2-piece molecular cluster, C3H5N2O overall at a distorted geometry (the ωB97M-V functional and the def2-TZVPD basis).

Geometry (Å):
C (-2.2965, 1.5906, 1.1099)
C (2.2737, -2.3252, -0.6206)
C (0.9139, -0.3043, -0.7954)
N (-1.3716, 1.5181, 0.2547)
N (1.2866, -1.4939, -0.6295)
O (0.3232, 0.6663, -1.0397)
H (-2.9254, 0.7920, 1.3850)
H (-2.8120, 2.3883, 1.5731)
H (2.2199, -3.3097, -0.3673)
H (3.2898, -1.9425, -0.8809)
H (-0.9015, 2.4204, 0.0107)

Properties
LUMO energy (spin up / spin down) in eV: -7.5 / -7.5
ΔE to the lowest compared entry with this formula, charge and spin in kcal/mol: 107.8
HOMO level (spin up / spin down) in eV: -13.166 / -13.166
Charge: +1

***

Entry from OMol25: a 14-piece molecular cluster, C44H126N10O14 overall at a distorted geometry (the ωB97M-V functional and the def2-TZVPD basis).

Geometry (Å):
C (4.6315, 2.6944, 0.7536)
C (5.0702, 2.0184, -0.5907)
C (5.8877, 2.8928, -1.5439)
O (7.1978, 3.2845, -1.0060)
C (7.8169, 4.4222, -1.6578)
N (5.9219, 0.9174, -0.2092)
H (3.9538, 3.4942, 0.4550)
H (5.4862, 3.1507, 1.2529)
H (4.0736, 2.0838, 1.4634)
H (4.1218, 1.7052, -1.0273)
H (5.3066, 3.7959, -1.7309)
H (6.0383, 2.3305, -2.4654)
H (7.3040, 5.3806, -1.5772)
H (7.9964, 4.1706, -2.7031)
H (8.7456, 4.6509, -1.1350)
H (5.7507, 0.5856, 0.7292)
H (6.8281, 1.3631, -0.1984)
C (-1.3822, -3.8424, 4.1553)
C (0.0692, -3.8450, 3.7247)
C (0.8138, -5.1920, 3.8309)
O (1.0297, -5.4949, 5.2299)
C (2.0336, -6.4639, 5.4878)
N (0.4016, -3.2070, 2.4298)
H (-1.9648, -4.3763, 3.4045)
H (-1.7853, -2.8404, 4.3020)
H (-1.5412, -4.2696, 5.1454)
H (0.4602, -3.1557, 4.4731)
H (1.7830, -5.1249, 3.3366)
H (0.1472, -5.9132, 3.3580)
H (1.7954, -7.4647, 5.1278)
H (2.0515, -6.6071, 6.5682)
H (3.0650, -6.2075, 5.2459)
H (0.1085, -2.2465, 2.5383)
H (1.4008, -3.0657, 2.4729)
C (2.4226, -0.6184, -8.8042)
C (2.5684, -0.0330, -7.4082)
C (1.3278, -0.3861, -6.5724)
O (0.2005, 0.3230, -7.0857)
C (-1.0020, 0.1319, -6.4240)
N (3.7894, -0.4180, -6.6158)
H (3.2386, -0.4069, -9.4951)
H (1.4767, -0.2956, -9.2392)
H (2.4739, -1.7046, -8.8800)
H (2.6481, 1.0463, -7.5379)
H (1.4959, -0.0272, -5.5570)
H (1.1735, -1.4383, -6.3333)
H (-1.2739, -0.9100, -6.5932)
H (-1.8093, 0.7077, -6.8765)
H (-0.9325, 0.3356, -5.3554)
H (3.9321, -1.4123, -6.5104)
H (4.6747, -0.1192, -6.9993)
C (-4.5614, -1.5131, 1.8860)
C (-5.9703, -2.0737, 1.7090)
C (-6.4764, -2.9315, 2.8950)
O (-6.5722, -2.1732, 4.0738)
C (-6.9742, -2.9600, 5.2463)
N (-6.8725, -0.9347, 1.4331)
H (-4.4626, -0.8330, 1.0400)
H (-3.9126, -2.3791, 1.7547)
H (-4.3933, -0.9485, 2.8031)
H (-6.0280, -2.6713, 0.7992)
H (-5.9551, -3.8715, 3.0760)
H (-7.4535, -3.3469, 2.6484)
H (-6.3951, -3.8485, 5.4979)
H (-7.9916, -3.2624, 4.9980)
H (-7.0357, -2.3697, 6.1605)
H (-7.0485, -0.4316, 2.2910)
H (-7.7967, -1.2693, 1.2011)
C (5.9706, -2.3976, -1.8911)
C (5.3442, -1.4387, -2.9027)
C (3.8502, -1.1623, -2.6547)
O (3.1278, -2.4121, -2.7266)
C (1.6856, -2.3301, -2.4403)
N (6.0570, -0.1686, -3.0413)
H (5.8009, -2.1498, -0.8433)
H (7.0517, -2.4282, -2.0272)
H (5.7041, -3.4357, -2.0895)
H (5.3886, -1.8631, -3.9057)
H (3.4157, -0.4799, -3.3853)
H (3.6730, -0.6063, -1.7340)
H (1.1948, -3.2560, -2.7400)
H (1.2667, -1.4469, -2.9227)
H (1.4839, -2.1667, -1.3817)
H (7.0505, -0.3363, -2.9714)
H (5.9064, 0.3558, -2.1913)
C (5.0730, -0.4642, 4.1844)
C (4.0304, -1.0957, 3.3317)
C (4.1185, -2.6206, 3.2184)
O (3.2689, -3.1958, 2.2264)
C (3.8860, -3.1906, 0.9040)
N (2.7824, -0.6727, 3.9181)
H (4.8840, 0.6087, 4.1491)
H (6.0978, -0.6849, 3.8856)
H (4.8805, -0.7118, 5.2283)
H (4.0790, -0.6813, 2.3247)
H (3.8276, -3.0539, 4.1753)
H (5.1763, -2.8030, 3.0287)
H (4.7787, -3.8160, 0.9023)
H (4.1423, -2.1544, 0.6837)
H (3.2583, -3.4218, 0.0434)
H (2.7947, 0.3367, 3.9515)
H (2.0394, -0.8014, 3.2463)
C (-2.8529, 4.2322, -1.5034)
C (-2.3869, 4.7930, -0.1823)
C (-0.8570, 4.5922, 0.1435)
O (-0.5223, 5.1051, 1.4024)
C (0.8335, 4.7340, 1.8645)
N (-2.5869, 6.2350, -0.2383)
H (-3.9344, 4.1804, -1.6295)
H (-2.4640, 3.2140, -1.5134)
H (-2.4034, 4.7619, -2.3434)
H (-3.0571, 4.2837, 0.5101)
H (-0.2736, 5.0131, -0.6755)
H (-0.7402, 3.5093, 0.1017)
H (0.7913, 3.8218, 2.4597)
H (1.2311, 5.5731, 2.4353)
H (1.5289, 4.5745, 1.0404)
H (-2.0506, 6.5640, 0.5518)
H (-3.5443, 6.4271, 0.0198)
C (-2.9382, -0.6141, 5.6399)
C (-2.9035, 0.9378, 5.8688)
C (-3.4072, 1.7659, 4.6519)
O (-2.5680, 1.5225, 3.5801)
C (-3.0279, 2.1117, 2.3426)
N (-3.5784, 1.2611, 7.0735)
H (-3.9360, -1.0525, 5.6231)
H (-2.3708, -1.0744, 6.4487)
H (-2.6326, -0.7857, 4.6078)
H (-1.8501, 1.0671, 6.1172)
H (-3.5815, 2.8200, 4.8679)
H (-4.4146, 1.4243, 4.4140)
H (-2.3895, 1.8069, 1.5134)
H (-2.9832, 3.2005, 2.3677)
H (-4.0332, 1.8383, 2.0222)
H (-3.0475, 0.7059, 7.7293)
H (-4.4873, 0.8264, 7.1444)
C (-6.5411, -0.3052, -5.4746)
C (-5.0553, 0.0016, -5.2138)
C (-4.7528, 1.5399, -5.2200)
O (-3.3103, 1.8537, -5.1118)
C (-2.8895, 3.1847, -5.2070)
N (-4.5342, -0.7586, -4.1136)
H (-7.1460, -0.1241, -4.5862)
H (-6.6965, -1.3840, -5.4635)
H (-7.0080, 0.1181, -6.3640)
H (-4.4519, -0.3039, -6.0686)
H (-5.3203, 1.9860, -4.4033)
H (-5.1789, 1.9925, -6.1154)
H (-1.8697, 3.3265, -4.8491)
H (-3.5489, 3.7938, -4.5888)
H (-2.9776, 3.5700, -6.2229)
H (-5.0714, -0.5309, -3.2892)
H (-3.5766, -0.5069, -3.9141)
C (1.8396, 0.1470, 0.6109)
C (0.4413, 0.5347, 1.0305)
C (-0.6497, -0.1157, 0.1854)
O (-0.5371, 0.3585, -1.1745)
C (-1.6788, 0.0115, -1.9551)
N (0.2578, 0.3412, 2.4709)
H (1.9288, -0.9359, 0.5244)
H (2.5833, 0.6114, 1.2585)
H (2.0302, 0.5167, -0.3966)
H (0.3204, 1.6140, 0.9377)
H (-1.5841, -0.0560, 0.7434)
H (-0.4744, -1.1740, -0.0082)
H (-2.5661, 0.5675, -1.6523)
H (-1.7772, -1.0647, -2.0971)
H (-1.6353, 0.3462, -2.9915)
H (1.0020, 0.8550, 2.9208)
H (-0.5701, 0.8599, 2.7271)
C (0.8033, 2.4306, 5.0575)
O (1.9127, 2.0581, 4.3129)
H (1.0694, 2.7243, 6.0729)
H (0.1237, 3.1192, 4.5555)
H (0.1474, 1.5638, 5.1392)
H (2.4842, 2.8276, 4.2602)
C (2.2457, 2.5952, -3.4743)
O (3.1645, 3.5796, -3.8434)
H (2.6490, 2.1421, -2.5687)
H (1.2240, 2.9567, -3.3578)
H (2.2243, 1.7522, -4.1649)
H (3.8390, 3.1323, -4.3599)
C (-5.2292, 1.3022, -0.7892)
O (-5.8202, 0.0023, -1.1631)
H (-5.7849, 1.9131, -0.0777)
H (-4.3152, 1.0450, -0.2540)
H (-4.9410, 1.8558, -1.6827)
H (-6.2103, -0.3893, -0.3782)
C (-1.2113, -4.6819, 0.0459)
O (0.1614, -4.3695, -0.1209)
H (-1.8073, -3.8723, 0.4672)
H (-1.5649, -4.9529, -0.9489)
H (-1.3454, -5.4843, 0.7713)
H (0.4060, -3.9320, 0.6978)

Properties
LUMO energy in eV: 0.3
ΔE to the lowest compared entry with this formula, charge and spin in kcal/mol: 23.2
HOMO level in eV: -8.743
Charge: 0

***

Entry from OMol25: a 2-piece molecular cluster, C7H19PSi overall at a distorted geometry (the ωB97M-V functional and the def2-TZVPD basis).

Geometry (Å):
C (0.0845, -0.4098, 1.6231)
C (0.8769, 2.5150, -0.8222)
C (-1.5540, 3.0081, 0.9969)
C (-1.7266, 0.9151, -1.5000)
C (-0.8944, -2.2756, -0.2056)
C (1.8335, -1.1039, -0.8185)
C (1.3461, -2.9522, 1.4790)
Si (-0.6302, 1.6363, -0.0846)
P (0.6721, -1.5460, 0.5170)
H (0.9321, 0.0660, 2.0973)
H (0.5162, 2.7867, -1.7060)
H (1.1982, 3.3639, -0.2037)
H (1.6588, 1.7212, -0.8902)
H (-2.3591, 3.3771, 0.3215)
H (-2.1069, 2.5816, 1.7733)
H (-0.8514, 3.8177, 1.4277)
H (-2.6859, 1.2473, -1.4314)
H (-1.1131, 1.2848, -2.3816)
H (-1.6892, -0.1523, -1.3398)
H (-1.5527, -2.3187, 0.7048)
H (-1.5135, -1.7430, -1.0052)
H (-1.0607, -3.2987, -0.4352)
H (2.2012, -0.2036, -0.3506)
H (2.6048, -1.8754, -0.9931)
H (1.3474, -0.8198, -1.7500)
H (1.0906, -3.9015, 1.0649)
H (2.4017, -2.9758, 1.4058)
H (0.9736, -2.7442, 2.5060)

Properties
LUMO energy (spin up / spin down) in eV: 0.7 / -0.9
HOMO level (spin up / spin down) in eV: -4.317 / -7.963
2S+1: 3
Charge: 0

***

Entry from OMol25: an isolated molecule of C5H5NO at a distorted geometry (the ωB97M-V functional and the def2-TZVPD basis).

Geometry (Å):
C (2.0152, 0.4110, 1.1467)
C (0.9816, 0.3412, 0.5358)
C (-0.0488, 0.5870, -0.4880)
O (0.4779, 0.2738, -1.7555)
C (-1.4574, -0.1530, -0.2234)
C (-1.1039, -1.1814, 0.7427)
N (-0.4546, -1.7906, 1.4791)
H (2.9249, 0.4987, 1.6924)
H (-0.1939, 1.6705, -0.4819)
H (0.9505, -0.5664, -1.6774)
H (-2.2448, 0.5012, 0.1829)
H (-1.8466, -0.5918, -1.1535)

Properties
LUMO energy in eV: 0.7
SMILES: C#C[C@@H](O)CC#N
ΔE to the lowest compared entry with this formula, charge and spin in kcal/mol: 67.8
HOMO level in eV: -10.403
Charge: 0